Entry from the Open Molecules 2025 dataset: 2 unconnected molecules or ions with the total composition C7H13N (ωB97M-V with the def2-TZVPD basis set).

- SMILES: C/C=C/C.C=CN=C
- Orbital gap: 10.00 eV

Element x y z (Å)
C: 2.43136 0.56235 -1.62341
C: 2.09256 0.08828 -0.24447
C: 1.56048 -1.13573 0.00749
C: 1.33029 -1.71827 1.39433
H: 2.02667 -0.10405 -2.37561
H: 1.92306 1.52485 -1.73121
H: 3.49871 0.71468 -1.81265
H: 2.35123 0.68009 0.66684
H: 1.34999 -1.87540 -0.76469
H: 1.41946 -0.87183 2.12416
H: 0.30722 -2.09633 1.36904
H: 2.05266 -2.47870 1.76269
C: -2.77604 -0.58792 -0.62516
C: -2.39859 0.02113 0.53900
N: -1.92901 1.33324 0.71055
C: -0.90927 1.70191 0.02921
H: -2.69902 -0.11933 -1.59908
H: -3.30242 -1.53495 -0.48116
H: -2.52842 -0.50198 1.52933
H: -0.53724 2.74318 0.07206
H: -0.34360 0.99661 -0.59547

Cartesian forces (eV/Å) of the 2 atoms listed first:
-0.521 0.735 0.411
-0.061 -2.197 1.053

These are the natural (NBO) partial charges, in e, on atoms 1 to 8:
1. C -0.644
2. C -0.204
3. C -0.176
4. C -0.648
5. H 0.216
6. H 0.207
7. H 0.222
8. H 0.198

***

Entry from the Open Molecules 2025 dataset: C7H13N in the gas phase (ωB97M-V with the def2-TZVPD basis set).

- SMILES: CC1(C)[C@@H]2CCN[C@H]21
- Orbital gap: 9.86 eV

Element x y z (Å)
C: 0.20073 0.52184 2.31090
C: 0.43825 -0.20835 1.03550
C: 1.47363 -1.36131 1.21862
C: -0.78344 -0.21590 0.06759
C: -1.28133 -0.53884 -1.37284
C: -0.90328 0.73986 -2.13604
N: -0.06142 1.53394 -1.18691
C: 0.44840 0.43912 -0.32397
H: -0.21541 1.54658 2.12570
H: -0.52796 -0.01514 2.93819
H: 1.13058 0.63803 2.85301
H: 2.33939 -0.85663 1.53861
H: 1.62665 -1.77149 0.20815
H: 1.16823 -2.26084 1.83354
H: -1.42780 0.58549 0.52996
H: -2.42663 -0.76253 -1.40897
H: -0.82479 -1.40861 -1.88269
H: -1.70663 1.34797 -2.52159
H: -0.39769 0.35691 -3.06722
H: 0.68187 1.91486 -1.72070
H: 1.04865 -0.22497 -1.03883

Cartesian forces (eV/Å) of the 2 atoms listed first:
-1.159 1.180 0.222
0.159 -1.270 -0.073

These are the natural (NBO) partial charges, in e, on atoms 1 to 8:
1. C -0.620
2. C 0.046
3. C -0.606
4. C -0.285
5. C -0.401
6. C -0.248
7. N -0.602
8. C -0.081

***

Entry from the Open Molecules 2025 dataset: a molecular structure, C7H13N (ωB97M-V with the def2-TZVPD basis set).

- Orbital gap: 9.89 eV

Element x y z (Å)
C: 1.06737 1.17364 0.27560
C: 1.80502 -0.15848 -0.16234
C: 1.02326 -1.55750 0.17315
C: -0.43353 -1.07205 -0.01619
C: -1.79213 -0.75536 -0.57637
C: -1.41431 0.56366 0.20008
C: -0.27826 1.55790 -0.33522
H: 0.80159 1.22072 1.40661
H: 1.74509 2.03046 -0.05824
H: 1.73601 -0.24052 -1.32313
H: 2.92116 -0.33936 0.05317
H: 1.38681 -2.12142 -0.76211
H: 1.14655 -2.02738 1.11150
H: -0.09377 -0.29458 -0.63363
H: -1.93253 -0.90347 -1.59634
H: -2.49831 -1.29959 0.08964
H: -2.39416 0.88720 0.55741
H: -0.49626 2.56334 0.10882
H: -0.33606 1.59122 -1.44924
H: -1.33103 -0.71226 1.74346
N: -0.63252 -0.10618 1.19337

Cartesian forces (eV/Å) of the 2 atoms listed first:
2.153 1.391 0.859
-0.112 -1.719 -0.936

These are the natural (NBO) partial charges, in e, on atoms 1 to 8:
1. C -0.449
2. C -0.398
3. C -0.380
4. C -0.135
5. C -0.393
6. C -0.058
7. C -0.431
8. H 0.266

***

Entry from the Open Molecules 2025 dataset: 2 unconnected molecules or ions with the total composition C7H13N (ωB97M-V with the def2-TZVPD basis set).

- SMILES: C=CC=C.C=CNC
- Orbital gap: 8.87 eV

Element x y z (Å)
C: -1.88872 2.31702 2.51134
C: -1.67148 1.42839 1.50561
C: -0.97623 1.89576 0.30817
C: -0.75440 1.14134 -0.80120
H: -1.59128 3.32485 2.29394
H: -2.38956 2.13891 3.47706
H: -1.88933 0.34744 1.66627
H: -0.63180 2.92473 0.36003
H: 0.12927 1.26262 -1.46963
H: -1.39691 0.31286 -1.04961
C: 0.40204 -1.95892 -2.61325
C: 0.53521 -1.69501 -1.28292
N: 1.70713 -1.12610 -0.73064
C: 1.86788 -1.26885 0.72072
H: 1.21498 -1.72177 -3.29097
H: -0.53563 -2.35054 -3.04595
H: -0.23012 -1.99411 -0.57260
H: 2.52530 -1.17818 -1.33157
H: 2.65641 -0.61607 1.12750
H: 0.91631 -0.88703 1.10750
H: 2.00092 -2.29734 1.11021

Cartesian forces (eV/Å) of the 2 atoms listed first:
-0.299 -1.060 -0.721
-0.728 0.465 1.514

These are the natural (NBO) partial charges, in e, on atoms 1 to 8:
1. C -0.373
2. C -0.225
3. C -0.235
4. C -0.373
5. H 0.183
6. H 0.205
7. H 0.207
8. H 0.200

***

Entry from the Open Molecules 2025 dataset: a gas-phase ion, C7H13N2 (charge +1) (ωB97M-V with the def2-TZVPD basis set).

- SMILES: CN/C=C\[NH+]=C=C(C)C
- Net charge: +1
- Orbital gap: 7.92 eV

Element x y z (Å)
C: -3.13359 -1.21866 -1.20969
N: -2.06366 -0.44850 -0.54450
C: -2.26243 0.21978 0.60234
C: -1.33312 0.81857 1.47896
N: -0.03246 1.31474 1.44270
C: 1.06280 0.91539 0.83940
C: 1.87286 0.21736 0.07855
C: 2.92655 -0.69187 0.83480
C: 2.40537 0.60041 -1.33496
H: -3.94700 -0.63522 -1.68692
H: -2.60819 -1.68017 -2.07694
H: -3.43797 -1.98599 -0.50047
H: -1.26818 -0.11024 -1.09493
H: -3.28994 0.19477 1.06838
H: -1.87807 1.03259 2.34053
H: 0.16949 2.11189 1.99767
H: 3.94984 -0.12349 0.75276
H: 2.82060 -1.65903 0.29850
H: 2.52831 -0.70941 1.84030
H: 2.09149 -0.20444 -1.95992
H: 3.52464 0.63171 -1.43761
H: 1.90267 1.40978 -1.72896

Cartesian forces (eV/Å) of the 2 atoms listed first:
1.285 0.103 -1.248
-0.112 1.226 -0.452

These are the natural (NBO) partial charges, in e, on atoms 1 to 8:
1. C -0.420
2. N -0.568
3. C 0.109
4. C -0.247
5. N -0.444
6. C 0.367
7. C 0.006
8. C -0.597

***

Entry from the Open Molecules 2025 dataset: a gas-phase ion, C7H13N2O (charge +1) (ωB97M-V with the def2-TZVPD basis set).

- Net charge: +1
- Orbital gap (spin up / spin down): 7.65 / 8.20 eV

Element x y z (Å)
C: 0.86532 0.05560 0.55492
C: -1.95531 -0.30189 1.27747
C: -1.02997 1.79749 1.50748
C: -1.65021 0.08280 2.71665
C: -1.39776 0.87020 0.42349
C: -0.14714 -0.01225 -1.68915
C: 2.39792 -1.18497 -0.92290
N: -0.11599 0.38356 -0.26344
N: 2.01638 -0.53208 0.32460
O: -1.16592 1.23384 2.74832
H: -1.48312 -1.22940 1.08068
H: -3.02524 -0.44318 1.22851
H: 0.60200 0.39043 1.56373
H: -1.12446 2.84472 1.64958
H: -1.35033 -0.60080 3.54592
H: -2.13899 1.23807 -0.30929
H: -1.09352 0.22130 -2.13238
H: 0.74234 0.47188 -2.13518
H: 0.07588 -1.04838 -1.84645
H: 3.17463 -1.95712 -0.72972
H: 2.79012 -0.53390 -1.77828
H: 1.62281 -1.80530 -1.19925
H: 2.66702 -0.05171 0.91685

Cartesian forces (eV/Å) of the 2 atoms listed first:
-2.520 1.243 -0.464
-0.711 0.670 1.025

These are the natural (NBO) partial charges, in e, on atoms 1 to 8:
1. C 0.386
2. C -0.510
3. C -0.125
4. C 0.190
5. C -0.117
6. C -0.427
7. C -0.441
8. N -0.329

***

Entry from the Open Molecules 2025 dataset: C7H13N2OP in the gas phase (ωB97M-V with the def2-TZVPD basis set).

- SMILES: C#C[C@H]1CC[P@@](=O)(NC)N1C
- Orbital gap: 9.16 eV

Element x y z (Å)
C: -2.74666 -1.09943 -0.00439
C: -2.18631 -0.06523 -0.30813
C: -1.32510 1.08460 -0.29445
C: -1.15988 1.75497 1.06688
C: -0.28383 0.75933 1.85918
P: 0.92722 0.14275 0.61452
O: 2.92926 0.72851 0.39924
N: 0.98481 -1.54259 0.72332
C: 1.42070 -2.20537 -0.46394
N: -0.01383 0.57737 -0.68242
C: 0.59291 0.74820 -1.95861
H: -3.27594 -1.93080 0.27093
H: -1.67273 1.87674 -0.94182
H: -2.13531 1.84427 1.42544
H: -0.55763 2.62387 1.00403
H: 0.25019 1.23888 2.62541
H: -0.59663 -0.09191 2.43458
H: 1.63179 -1.77899 1.46389
H: 1.83838 -3.17843 -0.34444
H: 0.66978 -2.10127 -1.15017
H: 2.27871 -1.73186 -0.95027
H: 1.57792 0.60152 -1.71659
H: 0.37298 0.00744 -2.77952
H: 0.47920 1.73744 -2.29266

Cartesian forces (eV/Å) of the 2 atoms listed first:
1.425 2.938 -0.977
-1.870 -2.015 1.391

These are the natural (NBO) partial charges, in e, on atoms 1 to 8:
1. C -0.191
2. C -0.032
3. C -0.124
4. C -0.375
5. C -0.761
6. P 1.898
7. O -0.944
8. N -0.947

***

Entry from the Open Molecules 2025 dataset: a gas-phase ion, C7H13N2S (charge +1) (ωB97M-V with the def2-TZVPD basis set).

- Net charge: +1
- Orbital gap (spin up / spin down): 5.55 / 5.49 eV

Element x y z (Å)
C: -0.29282 0.58762 -1.24711
C: 0.62176 -0.49965 -1.42679
C: -1.35117 0.13173 0.80584
C: 1.43755 -0.58670 -2.73049
C: -2.06889 0.40813 2.09355
C: -1.12241 2.40151 -0.02122
C: 1.57063 -3.06391 1.25242
N: -0.97463 0.96860 -0.10754
N: 0.83553 -1.32011 -0.44599
S: 1.70360 -2.66550 -0.51027
H: -0.27181 1.34881 -1.99897
H: 1.38933 -1.59223 -2.94366
H: 0.94833 -0.12100 -3.57204
H: 2.43498 -0.21317 -2.77132
H: -1.63893 1.31357 2.52509
H: -3.11298 0.65114 1.82975
H: -2.05618 -0.34427 2.85540
H: -0.18451 2.75652 -0.34991
H: -1.93067 2.86855 -0.69675
H: -1.44431 2.80697 0.94442
H: 0.73297 -3.77098 1.42255
H: 1.47460 -2.13741 1.94534
H: 2.53369 -3.55729 1.55081

Cartesian forces (eV/Å) of the 2 atoms listed first:
1.326 -0.960 0.745
0.113 1.875 -1.172

These are the natural (NBO) partial charges, in e, on atoms 1 to 8:
1. C 0.206
2. C 0.134
3. C 0.326
4. C -0.670
5. C -0.743
6. C -0.457
7. C -0.789
8. N -0.420

***

Entry from the Open Molecules 2025 dataset: a molecular structure, C7H13N3 (ωB97M-V with the def2-TZVPD basis set).

- Orbital gap: 9.32 eV

Element x y z (Å)
C: 1.16302 -0.38458 -2.60702
C: 0.44814 -0.22773 -1.31414
C: -0.63739 0.49526 -1.07575
C: -0.96763 0.51043 0.40755
C: -2.39764 0.63615 0.86529
C: -0.07177 1.84828 1.06204
C: 0.82895 -1.24072 0.79662
H: 1.32372 -1.43893 -2.96874
H: 0.73793 0.25043 -3.31060
H: 2.30177 -0.03876 -2.83430
H: -0.62931 1.19634 -2.00574
H: -2.33722 1.03931 2.05215
H: -3.00589 1.29355 -0.03768
H: -3.09271 -0.26279 0.74693
H: -0.80741 2.81874 0.65667
H: 0.24391 1.91584 2.23292
H: 1.03374 1.64630 0.36106
H: -0.34668 -0.68992 2.15289
H: 1.31415 -3.23129 1.79475
H: 2.41691 -2.16301 0.59914
N: -0.46842 -0.79867 1.14175
N: 1.63827 -2.03059 1.61319
N: 1.31159 -1.14363 -0.32897

Cartesian forces (eV/Å) of the 2 atoms listed first:
3.335 -0.342 -1.177
4.196 -3.445 1.055

These are the natural (NBO) partial charges, in e, on atoms 1 to 8:
1. C -0.661
2. C 0.199
3. C -0.347
4. C 0.121
5. C -0.640
6. C -0.678
7. C 0.558
8. H 0.240

***

Entry from the Open Molecules 2025 dataset: C7H13N3O3 in the gas phase (ωB97M-V with the def2-TZVPD basis set).

- Orbital gap: 9.02 eV

Element x y z (Å)
C: 1.37619 -1.04868 2.14450
C: -0.30840 -1.23265 -1.17723
C: -1.39790 -0.66232 -0.13529
C: 0.78279 -2.05021 -0.37389
C: -1.55725 0.88402 -0.06057
C: 1.68997 -1.23836 0.49746
C: -0.35022 1.54153 0.58327
N: 0.75489 0.92044 0.83244
N: -0.36299 2.87856 0.83742
N: 2.87793 -0.83274 0.16612
O: 2.21427 -0.39202 2.72429
O: 0.29547 -1.52136 2.43722
O: 1.84262 1.64163 1.20544
H: -0.90925 -1.99097 -1.79725
H: 0.21938 -0.48937 -1.76711
H: -2.53263 -1.00835 -0.47716
H: -1.18525 -1.16746 0.87344
H: 0.25493 -2.66847 0.28637
H: 1.38098 -2.66334 -1.15193
H: -1.66140 1.38460 -1.02281
H: -2.53822 1.10628 0.49512
H: 0.15151 3.25790 1.58041
H: -1.28689 3.27925 0.68655
H: 2.32216 1.10773 1.88505
H: 3.37808 -0.78819 -0.74832
H: 3.59299 -0.61699 0.94965

Cartesian forces (eV/Å) of the 2 atoms listed first:
-1.346 -0.994 -2.359
-1.450 -1.316 1.461

These are the natural (NBO) partial charges, in e, on atoms 1 to 8:
1. C 0.799
2. C -0.383
3. C -0.421
4. C -0.504
5. C -0.455
6. C 0.391
7. C 0.410
8. N -0.222

***

Number 1: maximum force 2.44 eV/A. Number 2: maximum force 3.50 eV/A. Number 3: maximum force 5.65 eV/A. Number 4: maximum force 2.12 eV/A. Number 5: maximum force 3.99 eV/A. Number 6: maximum force 3.51 eV/A. Number 7: maximum force 6.56 eV/A. Number 8: maximum force 3.46 eV/A. Number 9: maximum force 7.30 eV/A. Number 10: maximum force 3.29 eV/A.